(1)
The following is a quantum chemistry calculation of C26H80BMn2O27 as an isolated structure in a non-equilibrium geometry, from OMol25.

Geometry as ORCA input:
```
! RIJCOSX wB97M-V def2-TZVPD def2/J DEFGRID3
* xyz 1 11
Mn -2.411 -0.215 -1.595
Mn 0.371 1.224 -2.307
O 7.610 -1.092 1.632
C 6.743 -1.180 0.817
O 6.154 -0.095 0.189
B 5.112 -0.639 -0.705
O 5.049 -2.112 -0.607
C 6.147 -2.442 0.185
O 6.533 -3.589 0.271
O 5.224 -0.167 -2.150
C 4.325 0.751 -2.406
O 4.119 1.354 -3.439
C 3.365 0.798 -1.252
O 3.818 0.012 -0.309
O 2.382 1.459 -1.318
C -0.063 0.358 0.563
O -0.640 0.508 -0.746
H 0.601 -0.484 0.543
H 0.432 1.284 0.839
H -0.790 0.151 1.335
O -1.490 0.802 -3.246
H -1.661 0.305 -4.075
C -3.257 2.647 0.683
C -4.438 1.986 0.029
C -5.601 2.890 -0.170
O -3.994 1.291 -1.183
H -2.505 1.901 0.908
H -3.530 3.102 1.619
H -2.669 3.393 0.121
H -4.688 1.224 0.670
H -6.512 2.415 -0.413
H -5.328 3.640 -0.915
H -5.718 3.476 0.776
H -3.783 1.978 -1.786
C -3.864 -5.642 2.474
C -4.267 -5.683 1.032
C -4.293 -7.053 0.347
O -5.482 -5.005 0.833
H -4.336 -6.435 3.087
H -4.060 -4.674 2.943
H -2.779 -5.878 2.492
H -3.638 -5.094 0.439
H -4.288 -6.912 -0.767
H -5.195 -7.547 0.655
H -3.379 -7.647 0.608
H -6.131 -5.534 1.361
C -0.041 3.586 -0.467
O -0.108 3.343 -1.906
H -0.336 4.586 -0.343
H -0.638 2.876 0.068
H 1.022 3.495 -0.214
H -0.941 3.691 -2.220
C 2.315 -1.719 -3.225
O 1.253 -0.774 -3.380
H 2.792 -1.526 -2.261
H 1.988 -2.719 -3.332
H 3.078 -1.435 -3.968
H 1.255 -0.486 -4.290
C -4.149 -2.087 0.031
O -3.081 -1.156 0.267
H -4.579 -2.258 1.009
H -4.799 -1.718 -0.715
H -3.670 -2.991 -0.287
H -2.607 -1.436 1.131
C -0.127 -4.733 1.188
O 0.223 -3.502 1.881
H 0.389 -5.482 1.745
H -1.203 -4.865 1.327
H 0.261 -4.752 0.162
H 1.062 -2.999 1.572
C -4.053 -1.642 -3.888
O -4.150 -0.751 -2.766
H -4.148 -1.115 -4.835
H -3.039 -2.154 -3.719
H -4.867 -2.370 -3.717
H -4.840 -0.076 -2.785
C -3.416 3.688 -3.982
O -2.758 3.068 -2.853
H -3.985 2.923 -4.491
H -4.119 4.385 -3.580
H -2.641 4.156 -4.593
H -2.294 2.219 -3.151
C 3.331 -3.265 1.762
O 2.366 -2.189 1.379
H 3.368 -3.905 0.838
H 4.234 -2.756 1.880
H 2.997 -3.838 2.581
H 2.462 -1.390 1.966
C -1.276 4.757 3.341
O -1.014 5.566 2.252
H -1.033 5.263 4.293
H -2.287 4.396 3.330
H -0.863 3.769 3.394
H -0.108 5.859 2.185
C 4.674 -0.420 3.852
O 3.801 -1.387 4.552
H 5.094 0.331 4.532
H 5.493 -0.853 3.317
H 3.970 -0.028 3.109
H 4.264 -1.803 5.256
C 2.938 4.990 2.118
O 1.822 5.807 1.798
H 2.984 4.217 1.352
H 3.877 5.456 2.111
H 2.767 4.597 3.119
H 2.060 6.639 1.286
C 1.734 1.918 3.987
O 1.339 0.519 3.985
H 2.765 2.155 3.738
H 1.274 2.419 3.202
H 1.638 2.522 4.861
H 1.959 -0.049 4.566
C 6.294 3.238 -1.151
O 4.868 3.267 -1.047
H 6.668 4.051 -1.755
H 6.775 3.436 -0.169
H 6.740 2.416 -1.669
H 4.481 3.671 -1.808
C -0.895 -3.108 -1.500
O -1.143 -1.980 -2.316
H -0.538 -2.734 -0.544
H -1.812 -3.645 -1.286
H -0.236 -3.889 -1.940
H -0.370 -1.449 -2.549
C -1.526 -1.131 3.532
O -1.790 -1.966 2.374
H -2.480 -0.608 3.756
H -1.385 -1.851 4.344
H -0.663 -0.465 3.507
H -1.051 -2.610 2.146
C 1.344 2.631 -5.146
O 1.608 1.759 -4.123
H 2.055 2.527 -5.963
H 0.313 2.541 -5.506
H 1.331 3.661 -4.782
H 2.537 1.843 -3.818
*
```

strongest force on any atom: 3.533 eV/A
LUMO energy (spin up / spin down): -2.136 / -2.151 eV
HOMO energy (spin up / spin down): -10.8 / -11.8 eV
electronic energy: -5396.89821 hartree

Löwdin population analysis, charges in e, atoms 1 to 99: 0.90 0.92 0.18 -0.35 0.20 -0.84 0.18 -0.33 0.17 0.24 -0.41 0.13 -0.42 0.24 0.11 -0.14 -0.45 0.07 0.07 0.05 -0.37 0.05 -0.02 -0.42 -0.02 -0.10 0.07 0.08 0.09 0.11 0.07 0.09 0.11 0.03 -0.05 -0.55 -0.04 -0.06 0.09 0.09 0.08 0.08 0.09 0.07 0.09 0.12 -0.06 -0.15 0.08 0.04 0.09 0.06 -0.04 -0.16 0.09 0.08 0.12 0.09 -0.08 -0.21 0.10 0.07 0.05 0.06 -0.08 -0.18 0.07 0.07 0.08 0.05 -0.07 -0.21 0.09 0.10 0.10 0.11 -0.08 -0.21 0.08 0.07 0.09 0.03 -0.03 -0.16 0.12 0.05 0.08 0.10 -0.19 -0.10 0.09 0.06 0.05 0.03 -0.08 -0.12 0.09 0.05 0.07

(2)
The following is a quantum chemistry calculation of a 15-piece molecular cluster, C26H80ClFN29O19P2S2 overall in a non-equilibrium geometry, from OMol25.

Geometry as ORCA input:
```
! RIJCOSX wB97M-V def2-TZVPD def2/J DEFGRID3
* xyz 1 1
C 5.367 -0.633 -2.713
C 3.881 0.093 -2.952
C 2.826 -1.111 -3.308
C 1.457 -1.098 -2.347
C 0.252 -1.709 -3.277
C -1.182 -1.927 -2.471
Cl -1.335 -3.809 -2.577
N -1.018 -1.641 -0.963
P -0.368 -2.664 0.345
S -1.132 -2.271 2.120
C -1.510 -0.341 -0.813
O -1.592 0.519 0.378
C -2.111 0.381 -2.194
P -0.891 1.630 -2.997
O 0.073 2.319 -1.908
S -3.526 1.497 -1.683
O -4.449 0.927 -0.579
O -2.915 2.828 -1.095
F -4.389 1.965 -3.108
C -2.459 -1.027 -3.027
C -2.578 -0.767 -4.663
C -3.988 -1.488 -2.658
O -4.387 -2.805 -3.177
C -5.344 -2.706 -4.289
H 5.800 -1.095 -3.724
H 5.294 -1.562 -1.970
H 6.180 0.132 -2.317
H 3.606 0.735 -2.013
H 4.038 0.788 -3.909
H 3.373 -2.133 -3.022
H 2.561 -1.181 -4.461
H 1.270 0.000 -1.977
H 1.735 -1.735 -1.406
H 0.633 -2.768 -3.674
H 0.165 -1.027 -4.224
H -0.580 -4.095 0.146
H 1.084 -2.521 0.522
H -0.682 0.667 0.800
H -1.728 2.731 -3.494
H -0.186 1.124 -4.147
H -1.676 -0.174 -5.114
H -2.597 -1.815 -5.235
H -3.590 -0.173 -4.878
H -4.069 -1.518 -1.476
H -4.817 -0.719 -3.014
H -5.841 -3.787 -4.395
H -6.227 -1.956 -4.125
H -4.750 -2.541 -5.299
C -2.597 1.603 4.364
O -2.763 2.449 5.229
N -3.071 1.741 3.113
N -1.925 0.459 4.585
H -2.945 1.056 2.387
H -3.583 2.588 2.905
H -1.551 0.316 5.514
H -1.778 -0.249 3.885
C 2.347 -4.172 3.322
O 1.813 -4.821 2.437
N 3.646 -4.312 3.645
N 1.685 -3.259 4.055
H 4.103 -3.787 4.371
H 4.181 -4.990 3.117
H 0.705 -3.123 3.844
H 2.107 -2.715 4.788
C 8.672 1.105 -3.383
O 8.198 0.079 -2.923
N 8.818 2.228 -2.657
N 9.092 1.205 -4.657
H 9.207 3.083 -3.018
H 8.515 2.196 -1.692
H 9.000 0.382 -5.238
H 9.485 2.042 -5.054
C -1.408 1.445 8.780
O -0.891 0.907 7.814
N -2.014 2.644 8.707
N -1.417 0.888 10.004
H -2.445 3.103 9.491
H -2.030 3.097 7.803
H -0.971 -0.014 10.103
H -1.837 1.316 10.812
C 4.378 -6.066 -0.435
O 4.388 -4.862 -0.634
N 3.620 -6.640 0.517
N 5.123 -6.928 -1.150
H 3.598 -7.630 0.695
H 3.043 -6.027 1.078
H 5.708 -6.537 -1.877
H 5.128 -7.923 -1.002
C 2.778 -4.195 7.307
O 3.261 -3.466 6.455
N 1.803 -5.082 7.037
N 3.177 -4.177 8.591
H 1.392 -5.690 7.725
H 1.473 -5.127 6.082
H 3.910 -3.524 8.837
H 2.792 -4.770 9.307
C 6.377 4.525 -4.892
O 6.859 4.949 -3.853
N 5.426 5.187 -5.576
N 6.755 3.360 -5.447
H 5.017 4.854 -6.433
H 5.113 6.069 -5.192
H 7.470 2.830 -4.965
H 6.371 2.995 -6.302
C -6.885 2.458 2.404
O -5.841 2.904 2.855
N -6.925 1.637 1.340
N -8.088 2.748 2.932
H -7.774 1.259 0.954
H -6.041 1.393 0.913
H -8.102 3.364 3.735
H -8.958 2.391 2.575
C -5.328 -4.368 -7.780
O -5.494 -3.523 -6.914
N -5.802 -4.231 -9.031
N -4.656 -5.512 -7.559
H -5.676 -4.916 -9.757
H -6.314 -3.384 -9.239
H -4.282 -5.655 -6.630
H -4.509 -6.220 -8.259
C -6.104 -1.986 -11.656
O -6.685 -2.882 -11.064
N -6.206 -1.806 -12.985
N -5.310 -1.098 -11.031
H -5.735 -1.074 -13.489
H -6.794 -2.453 -13.493
H -5.206 -1.198 -10.029
H -4.823 -0.353 -11.500
C -2.184 4.456 11.981
O -2.718 3.807 11.096
N -0.885 4.317 12.304
N -2.846 5.370 12.714
H -0.428 4.842 13.030
H -0.350 3.639 11.776
H -3.826 5.506 12.503
H -2.424 5.914 13.447
C 1.347 2.383 14.072
O 1.357 3.587 13.874
N 0.589 1.809 15.024
N 2.092 1.521 13.357
H 0.567 0.819 15.203
H 0.012 2.423 15.586
H 2.677 1.912 12.630
H 2.097 0.526 13.506
C 4.883 5.727 -0.496
O 5.451 4.794 0.049
N 4.076 6.575 0.167
N 5.013 5.991 -1.809
H 3.600 7.349 -0.264
H 3.952 6.412 1.158
H 5.611 5.377 -2.345
H 4.553 6.755 -2.275
C -1.717 1.922 -7.712
O -1.149 0.989 -7.167
N -2.524 2.770 -7.048
N -1.587 2.186 -9.025
H -3.000 3.544 -7.480
H -2.648 2.607 -6.058
H -0.989 1.572 -9.561
H -2.047 2.950 -9.491
*
```

strongest force on any atom: 9.432 eV/A
LUMO energy: -5.017 eV
HOMO energy: -9.6 eV
electronic energy: -6095.28983 hartree

Löwdin population analysis, charges in e, atoms 1 to 99: -0.15 -0.24 -0.20 -0.20 -0.19 -0.56 0.65 -0.16 0.46 0.25 -0.11 0.01 -0.36 0.84 -0.45 0.88 -0.30 -0.31 -0.23 -0.30 -0.04 -0.18 -0.25 -0.11 0.09 0.09 0.06 0.11 0.11 0.12 0.12 0.09 0.09 0.12 0.10 0.02 0.03 0.18 0.05 0.04 0.04 0.13 0.12 0.15 0.14 0.12 0.11 0.07 -0.71 0.03 0.16 0.16 0.07 0.09 0.09 0.01 -0.72 -0.02 0.18 0.16 0.09 0.11 0.03 0.09 -0.71 0.00 0.17 0.14 0.10 0.12 0.12 0.10 -0.72 0.00 0.17 0.15 0.04 0.10 0.10 0.08 -0.73 0.01 0.16 0.15 0.10 0.06 0.11 0.10 -0.69 0.00 0.17 0.16 0.10 0.10 0.12 0.10 -0.70 0.01 0.16

(3)
The following is a quantum chemistry calculation of a 14-piece molecular cluster, C26H80N8O14 overall in a non-equilibrium geometry, from OMol25.

Geometry as ORCA input:
```
! RIJCOSX wB97M-V def2-TZVPD def2/J DEFGRID3
* xyz 0 1
C 10.856 -2.374 -25.727
O 10.918 -2.452 -24.337
H 10.173 -3.157 -26.031
H 11.831 -2.540 -26.198
H 10.485 -1.385 -26.073
H 10.904 -3.388 -24.150
C 2.188 -1.662 -25.253
O 2.243 -1.185 -26.579
H 2.360 -2.766 -25.227
H 1.137 -1.429 -24.912
H 2.922 -1.183 -24.561
H 1.518 -1.622 -26.998
C 6.361 0.342 -23.753
O 7.081 -0.136 -24.840
H 5.434 -0.232 -23.856
H 6.184 1.460 -23.760
H 6.836 0.118 -22.820
H 6.453 -0.180 -25.582
C 9.679 -2.420 -21.379
O 9.324 -3.664 -20.786
H 9.215 -2.320 -22.299
H 10.752 -2.251 -21.480
H 9.172 -1.640 -20.751
H 8.544 -3.498 -20.278
C 9.798 0.745 -22.543
O 8.843 1.638 -22.106
N 9.610 -0.078 -23.538
N 10.951 0.726 -21.933
H 8.641 -0.057 -23.910
H 10.301 -0.814 -23.808
H 11.106 1.382 -21.108
H 11.725 0.091 -22.242
C 1.330 -3.549 -22.856
O 0.707 -4.373 -23.770
N 2.611 -3.554 -22.670
N 0.731 -2.807 -21.954
H 3.159 -4.203 -23.251
H 3.050 -2.960 -21.988
H -0.273 -2.794 -22.102
H 1.167 -2.125 -21.417
C 6.545 -9.234 -26.015
O 6.762 -10.338 -26.850
N 7.449 -8.326 -25.793
N 5.520 -9.082 -25.253
H 8.376 -8.394 -26.216
H 7.267 -7.439 -25.275
H 4.775 -9.824 -25.413
H 5.443 -8.481 -24.402
C 7.872 -5.806 -23.248
O 7.133 -6.295 -24.219
N 8.652 -6.558 -22.540
N 8.367 -4.628 -23.125
H 8.658 -7.486 -22.962
H 9.404 -6.254 -21.921
H 8.120 -3.903 -23.785
H 8.858 -4.227 -22.313
C 7.488 -4.146 -26.794
C 7.032 -3.064 -25.821
C 5.761 -3.311 -24.949
O 7.968 -2.704 -25.081
H 7.455 -5.124 -26.381
H 8.459 -3.967 -27.318
H 6.738 -4.222 -27.569
H 6.791 -2.192 -26.414
H 5.933 -3.856 -24.040
H 4.959 -3.715 -25.540
H 5.340 -2.377 -24.559
H 7.748 -1.799 -24.756
C 10.320 -6.108 -25.928
C 11.232 -6.043 -24.699
C 12.670 -6.138 -25.164
O 10.927 -5.088 -23.928
H 9.259 -5.854 -25.633
H 10.332 -7.005 -26.467
H 10.582 -5.309 -26.569
H 11.051 -6.898 -24.128
H 13.236 -6.447 -24.279
H 13.035 -5.171 -25.577
H 12.813 -6.964 -25.766
H 9.978 -5.079 -23.659
C 6.090 -2.359 -21.095
C 6.299 -3.140 -19.811
C 6.246 -4.671 -20.005
O 7.339 -2.831 -19.204
H 6.899 -2.281 -21.819
H 5.805 -1.360 -20.819
H 5.282 -2.828 -21.625
H 5.499 -2.850 -19.154
H 7.017 -5.062 -20.725
H 5.308 -5.033 -20.428
H 6.241 -5.227 -19.173
H 7.199 -3.133 -18.294
C 4.312 -6.366 -22.647
C 3.985 -6.435 -24.127
C 3.068 -7.607 -24.400
O 3.409 -5.434 -24.578
H 5.105 -5.624 -22.623
H 4.682 -7.300 -22.148
H 3.520 -5.938 -21.924
H 4.940 -6.585 -24.595
H 3.218 -8.461 -23.718
H 3.273 -8.024 -25.394
H 2.009 -7.329 -24.491
H 3.246 -5.631 -25.469
C 6.199 1.387 -27.343
C 4.966 0.549 -27.337
C 4.784 -0.173 -28.654
O 4.986 -0.412 -26.468
H 6.337 1.991 -28.285
H 7.068 0.725 -27.260
H 6.245 2.189 -26.571
H 4.073 1.211 -27.160
H 3.829 -0.742 -28.724
H 5.484 -0.967 -28.791
H 4.970 0.423 -29.586
H 4.063 -0.634 -26.339
C 3.425 -4.102 -28.008
C 3.188 -5.618 -27.963
C 4.564 -6.256 -27.538
O 2.390 -6.030 -27.077
H 4.328 -3.817 -28.616
H 3.580 -3.807 -26.984
H 2.557 -3.499 -28.288
H 2.757 -6.020 -28.913
H 4.957 -5.729 -26.690
H 5.254 -6.047 -28.305
H 4.536 -7.323 -27.356
H 1.486 -5.704 -27.321
*
```

strongest force on any atom: 10.155 eV/A
LUMO energy: 0.031 eV
HOMO energy: -8.3 eV
electronic energy: -2529.73717 hartree

Löwdin population analysis, charges in e, atoms 1 to 99: -0.15 -0.16 0.05 0.08 0.10 0.02 -0.15 -0.13 0.07 0.11 0.09 0.08 -0.14 -0.18 0.07 0.12 0.05 0.03 -0.12 -0.13 0.02 0.09 0.11 0.01 -0.66 -0.15 0.19 0.13 0.08 0.09 0.15 0.13 -0.64 -0.12 0.17 0.17 0.08 0.11 0.13 0.09 -0.65 -0.17 0.15 0.14 0.11 0.04 0.16 0.11 -0.62 -0.07 0.19 0.17 0.14 0.14 0.08 0.07 0.00 -0.57 0.02 -0.05 0.04 0.10 0.06 0.12 0.05 0.05 0.06 0.10 -0.01 -0.60 -0.01 -0.01 0.07 0.07 0.06 0.11 0.09 0.10 0.06 0.07 0.00 -0.61 0.00 0.02 0.07 0.09 0.06 0.14 0.09 0.07 0.04 0.16 -0.04 -0.66 -0.04 -0.01 0.04 0.10 0.11

Question: What is the electronic energy in the third record?
Answer: -2529.73717 hartree

Question: Among the records above, which one has the lowest electronic energy?
Answer: C26H80ClFN29O19P2S2

Question: Which of these has the lowest electronic energy?
Answer: C26H80ClFN29O19P2S2